w | 21
Properties=species:S:1:pos:R:3:lowdin_charge:R:1 method="wB97M-V/def2-TZVPD" e_homo_ev=-10.73 smiles=O.O.O.O.O.O.O total_charge=0
O 1.30966 1.74229 2.98515 -0.05
H 0.68535 2.07467 3.63012 0.03
H 0.85203 1.01719 2.55968 -0.01
O -0.02091 -0.15891 0.77719 -0.05
H 0.87302 0.00684 0.47779 -0.02
H -0.21171 -1.04920 0.48189 0.01
O -0.69885 -2.43656 -0.99827 -0.03
H -1.18350 -2.65563 -1.79410 0.08
H -1.07376 -3.00435 -0.32500 0.07
O -1.47951 1.52287 -1.99326 -0.05
H -0.66898 1.02262 -1.89829 -0.03
H -1.41032 2.21833 -1.33921 0.03
O -2.85577 0.76343 1.16897 -0.06
H -2.03238 1.08339 1.53762 0.01
H -2.60382 0.34646 0.34503 0.01
O 0.57756 -0.42712 -2.09775 -0.06
H -0.03140 -0.90355 -1.53346 -0.03
H 1.37590 -0.95514 -2.08911 0.05
O 2.53671 -0.25188 0.13937 -0.03
H 3.43028 -0.59407 0.16536 0.07
H 2.63040 0.63832 -0.19971 0.07

x | 21
Properties=species:S:1:pos:R:3:lowdin_charge:R:1 method="wB97M-V/def2-TZVPD" e_homo_ev=-10.58 smiles=O.O.O.O.O.O.O total_charge=0
H -2.21348 0.29773 -0.75277 0.12
H -0.91048 -0.88483 -1.29713 0.05
H 1.68144 1.76391 1.89876 0.11
H 0.54089 1.82641 0.62284 0.06
H 2.30331 0.16617 0.53547 -0.03
H 2.70191 0.16031 -1.00337 0.17
H -3.52368 -0.93630 0.82288 0.06
H -2.00130 -0.51294 0.93626 0.01
H -0.57259 1.60941 -1.06974 0.07
H 0.01029 3.07583 -1.07811 0.02
H 1.52156 -1.41207 -0.72946 0.05
H 0.73382 -2.64229 -1.52227 0.12
H -0.10336 -1.61579 0.52425 -0.03
H 0.29210 -0.70108 1.77863 0.09
O -1.35514 0.04603 -1.42827 -0.21
O 1.19761 1.19782 1.19049 -0.16
O 2.73378 -0.44950 -0.08816 -0.13
O -2.90127 -0.22504 0.70096 -0.06
O -0.32622 2.44259 -0.51304 -0.04
O 0.59327 -1.81807 -0.95228 -0.14
O -0.40245 -1.38828 1.42407 -0.11

Tell me which of them is the most stable. Sure, it is w.

w | 20
Properties=species:S:1:pos:R:3:lowdin_charge:R:1 method="wB97M-V/def2-TZVPD" e_homo_ev=-6.00 total_charge=-1
O -2.55976 0.54818 1.80533 -0.12
H -2.47481 -0.37575 1.50528 0.01
O 2.18529 -1.11093 1.02245 -0.11
H 2.50464 -0.18019 0.97182 0.04
H 2.11274 -1.27139 0.05367 0.00
O 0.19513 1.94993 1.35145 -0.15
H 0.30905 2.00114 0.33323 0.01
H 0.53924 1.05583 1.61815 0.03
O -1.43076 -0.23482 -1.08679 -0.11
H -1.65579 0.93356 1.57463 0.02
H -2.18484 0.33280 -1.03615 0.02
O 0.57312 1.61251 -1.34489 -0.42
H -0.68311 0.45505 -1.30301 0.04
H 0.97158 2.27799 -1.97767 0.00
O -1.18345 -2.42211 0.62296 -0.11
H -0.27429 -2.50616 0.92493 0.01
H -1.16956 -1.59956 0.03587 0.00
O 1.79263 -0.64952 -1.77579 -0.13
H 1.03896 -1.12524 -1.83817 -0.06
H 1.39396 0.30868 -1.45731 0.03

x | 20
Properties=species:S:1:pos:R:3:lowdin_charge:R:1 method="wB97M-V/def2-TZVPD" e_homo_ev=-3.25 total_charge=-1
O -0.07627 -0.22989 0.36083 -0.69
H -0.21225 0.06427 1.28251 -0.24
O -2.84521 -3.17857 2.71009 -0.07
H -2.97823 -3.96870 2.18642 0.02
H -2.27122 -2.63007 2.17538 0.03
O 0.34384 -3.21879 -3.56992 -0.06
H 0.23559 -2.66423 -2.79728 0.03
H 1.19608 -2.96905 -3.92708 0.02
O 0.08291 4.24533 0.13663 -0.07
H -0.27621 4.24338 1.02391 0.02
H 0.11177 3.32160 -0.11262 0.03
O 1.51795 2.00713 4.38735 -0.06
H 2.35266 2.37100 4.09223 0.02
H 1.37667 1.24472 3.82610 0.03
O -3.97874 0.71784 -1.88673 -0.07
H -3.18810 0.59807 -1.36064 0.03
H -3.65481 0.89604 -2.76964 0.02
O 4.14401 -0.08619 -2.25161 -0.06
H 4.80880 -0.43393 -1.65717 0.02
H 3.31067 -0.33003 -1.84873 0.03

y | 20
Properties=species:S:1:pos:R:3:lowdin_charge:R:1 method="wB97M-V/def2-TZVPD" e_homo_ev=-6.51 total_charge=-1
O 12.23271 -21.11652 39.97117 -0.45
H 12.52855 -20.74128 40.89124 0.09
O 12.86736 -17.97514 42.59021 0.02
H 13.35849 -18.64111 42.79056 -0.08
H 12.58446 -17.80569 41.68536 0.05
O 14.54770 -22.46697 39.64224 -0.18
H 13.75733 -21.89574 39.86664 -0.03
H 14.60912 -22.68272 38.60379 0.10
O 9.91066 -19.77714 40.19959 -0.11
H 9.46511 -20.28784 39.52645 0.00
H 10.78093 -20.26774 40.02343 -0.01
O 13.06692 -18.97676 38.50717 -0.11
H 12.09598 -18.76258 38.30288 0.06
H 12.78131 -19.71243 39.04186 -0.06
O 11.28914 -22.22061 37.93294 -0.16
H 11.67666 -21.82529 38.84888 -0.01
H 10.52990 -21.65018 37.74115 0.00
O 11.44906 -23.11028 41.65666 -0.22
H 12.29015 -23.41205 42.16754 0.05
H 11.69590 -22.57802 40.72300 0.07

Tell me which of them is the most stable. Sure, it is w.

w | 11
Properties=species:S:1:pos:R:3:lowdin_charge:R:1 method="wB97M-V/def2-TZVPD" e_homo_ev=-9.46 total_charge=0
C -0.80470 -0.40289 -0.05799 -0.40
C -0.49413 0.86398 -0.68269 -0.16
C 1.68655 -0.49261 0.45740 -0.17
H -2.44756 0.34825 0.55298 -0.01
H -1.44805 1.77168 -0.68075 0.20
H 2.21052 -0.98137 1.34686 0.14
N -2.06322 -0.54393 0.46604 0.16
N 0.57860 1.52302 -0.40133 0.05
N 1.56749 0.73591 0.27353 0.04
N 1.22037 -1.42212 -0.63611 0.09
N -0.00585 -1.39991 -0.63794 0.07

x | 11
Properties=species:S:1:pos:R:3:lowdin_charge:R:1 method="wB97M-V/def2-TZVPD" e_homo_ev=-9.84 total_charge=0
C -0.06466 -0.20603 0.97417 -0.58
C 0.43067 -1.17555 -0.04972 -0.09
C -0.92656 1.21989 -0.51232 -0.09
H 0.99277 -0.97427 2.32926 0.13
H 0.38765 -2.36571 -0.05044 0.16
H -1.78381 1.88226 -0.82640 0.13
N 0.39167 -0.00844 2.13836 0.14
N 0.69561 -0.77529 -1.22089 0.02
N 0.80668 0.50017 -1.88901 0.02
N 0.16179 1.42654 -1.45589 0.02
N -1.09180 0.47643 0.56286 0.14

y | 11
Properties=species:S:1:pos:R:3:lowdin_charge:R:1 method="wB97M-V/def2-TZVPD" e_homo_ev=-9.68 smiles="N=c1nnccnn1" total_charge=0
C 1.30149 -0.02324 -0.32301 -0.40
C -1.31335 -0.60406 0.22963 -0.16
C -1.27082 0.74504 0.18767 -0.14
H 2.72133 -0.84063 0.81485 0.02
H -2.01152 -1.09977 0.95631 0.12
H -1.89968 1.44731 0.80762 0.13
N 2.34940 -0.03643 0.42350 0.17
N 0.54304 -1.09327 -0.96665 0.09
N -0.70433 -1.38802 -0.70212 0.05
N -0.49422 1.51547 -0.63888 0.00
N 0.77867 1.37760 -0.78892 0.12

z | 11
Properties=species:S:1:pos:R:3:lowdin_charge:R:1 method="wB97M-V/def2-TZVPD" e_homo_ev=-9.37 smiles="N=c1nnccnn1" total_charge=0
C 1.06800 -0.17892 -0.05366 -0.59
C -1.34010 0.86547 0.46927 -0.07
C -1.57765 -0.40140 0.41344 -0.17
H 2.03096 0.82918 1.37203 0.13
H -1.90268 1.68219 1.00100 0.13
H -2.13051 -0.86934 1.26014 0.13
N 1.89045 -0.19819 0.89335 0.15
N 0.79495 1.02226 -0.69769 0.08
N -0.36147 1.35532 -0.54466 0.03
N -0.86387 -1.34315 -0.34190 0.06
N 0.41148 -1.31523 -0.53874 0.12

Tell me which of them is the most stable. Sure, it is y.

w | 21
Properties=species:S:1:pos:R:3:lowdin_charge:R:1 method="wB97M-V/def2-TZVPD" e_homo_ev=-8.95 total_charge=0
C -2.35216 -0.86829 0.09395 -0.73
C -0.49384 2.55408 0.03836 -0.05
C 2.35983 -0.69858 -0.87470 -0.12
C 0.82116 -1.45192 0.79109 -0.13
C -1.99459 0.65745 0.48934 0.05
N -0.88021 1.16746 0.07195 -0.04
N 0.98986 -0.90886 -0.51301 -0.21
O -2.20243 -1.85255 0.74160 0.05
O -2.85485 -0.52245 -0.96987 0.04
H -0.16183 2.83274 1.07731 0.11
H 0.09282 2.71131 -0.76292 0.04
H -1.45679 3.16141 -0.04023 0.12
H 2.89302 -1.53148 -0.57172 0.03
H 2.36139 -0.66833 -1.99678 0.10
H 2.94844 0.15856 -0.28722 0.13
H 1.42233 -2.43776 0.88101 0.12
H 1.18460 -0.75057 1.47389 0.06
H -0.24612 -1.59927 1.06087 0.07
H -2.91845 1.20200 0.57157 0.13
H -0.12112 0.35718 -0.12501 0.14
H 0.60896 -1.51211 -1.14947 0.09

x | 21
Properties=species:S:1:pos:R:3:lowdin_charge:R:1 method="wB97M-V/def2-TZVPD" e_homo_ev=-8.40 total_charge=0
C 0.29901 -0.45599 0.39769 -0.33
C -2.07735 0.29463 -0.58963 -0.06
C -0.75925 1.91730 0.68546 -0.05
C -0.35336 -1.78979 0.66015 -0.04
N -0.74377 0.71541 -0.15254 -0.20
N 1.13024 -0.35723 -0.73800 0.02
C 2.45803 -0.48225 -0.56515 -0.66
O 3.14909 -0.18021 -1.70547 0.06
O 3.03952 -0.86837 0.44298 0.02
H 4.08409 -0.31192 -1.49462 0.11
H 0.06407 0.69961 -1.01999 0.19
H 0.70132 -0.03087 1.32314 0.14
H -1.98177 -0.52009 -1.30374 0.09
H -2.58348 1.12938 -1.07856 0.09
H -2.67605 -0.03502 0.26195 0.09
H 0.26814 2.21722 0.88712 0.10
H -1.27641 2.72897 0.17085 0.09
H -1.26682 1.71460 1.63136 0.10
H 0.42560 -2.44482 1.05179 0.09
H -1.15942 -1.70966 1.39162 0.08
H -0.74142 -2.23088 -0.25640 0.08

Tell me which of them is the most stable. Sure, it is x.